Record 1
{
  "formula": "C37H60Cl8F2O7",
  "method": "ωB97M-V/def2-TZVPD",
  "homo_energy_ev": -9.38,
  "e_lumo_ha": 0.011,
  "orbital_gap_ev": 9.68,
  "fmax_ev_per_a": 2.8,
  "elements": ["F", "C", "C", "C", "C", "C", "C", "H", "H", "H", "H", "H", "F", "C", "C", "C", "C", "C", "C", "H", "H", "H", "H", "H", "C", "Cl", "Cl", "H", "H", "C", "Cl", "Cl", "H", "H", "C", "Cl", "Cl", "H", "H", "C", "Cl", "Cl", "H", "H", "C", "C", "O", "C", "H", "H", "H", "H", "H", "H", "C", "C", "O", "C", "H", "H", "H", "H", "H", "H", "C", "C", "O", "C", "H", "H", "H", "H", "H", "H", "C", "C", "O", "C", "H", "H", "H", "H", "H", "H", "C", "C", "O", "C", "H", "H", "H", "H", "H", "H", "C", "C", "O", "C", "H", "H", "H", "H", "H", "H", "C", "C", "O", "C", "H", "H", "H", "H", "H", "H"],
  "xyz": [[14.014, 27.241, 28.856], [12.825, 27.348, 29.461], [12.496, 26.455, 30.447], [11.231, 26.549, 31.025], [10.349, 27.554, 30.646], [10.729, 28.447, 29.658], [11.970, 28.325, 29.039], [13.165, 25.654, 30.729], [10.890, 25.770, 31.701], [9.359, 27.589, 31.085], [10.014, 29.155, 29.254], [12.244, 28.965, 28.208], [0.818, 30.193, 35.728], [1.947, 29.577, 35.411], [2.146, 28.279, 35.858], [3.323, 27.638, 35.522], [4.242, 28.260, 34.697], [4.027, 29.575, 34.264], [2.857, 30.243, 34.617], [1.373, 27.822, 36.467], [3.471, 26.607, 35.818], [5.131, 27.723, 34.397], [4.754, 29.991, 33.578], [2.606, 31.230, 34.237], [1.437, 28.158, 31.607], [2.550, 29.364, 30.967], [0.168, 27.743, 30.442], [1.994, 27.270, 31.848], [0.938, 28.591, 32.457], [6.215, 25.678, 31.458], [6.288, 24.450, 30.192], [4.605, 26.389, 31.510], [6.406, 25.177, 32.393], [6.942, 26.453, 31.274], [6.341, 29.210, 28.834], [7.008, 27.607, 28.456], [7.539, 30.402, 28.405], [5.448, 29.335, 28.237], [6.118, 29.247, 29.891], [9.326, 33.521, 27.469], [9.820, 33.406, 29.171], [8.802, 35.157, 27.059], [10.148, 33.238, 26.833], [8.485, 32.861, 27.298], [1.846, 26.235, 27.380], [3.301, 26.467, 27.505], [3.742, 27.584, 27.515], [4.175, 25.244, 27.639], [1.451, 25.596, 28.166], [1.665, 25.738, 26.419], [1.345, 27.198, 27.375], [3.969, 24.849, 28.642], [5.226, 25.493, 27.616], [3.907, 24.501, 26.888], [6.700, 26.215, 25.170], [5.710, 25.176, 24.691], [4.602, 25.470, 24.374], [6.205, 23.746, 24.562], [6.844, 26.124, 26.247], [6.365, 27.215, 24.913], [7.663, 26.034, 24.676], [6.111, 23.446, 23.513], [5.601, 23.062, 25.153], [7.261, 23.643, 24.815], [4.254, 29.809, 24.967], [5.536, 30.599, 24.805], [5.854, 31.424, 25.586], [6.422, 30.275, 23.634], [3.880, 29.361, 24.052], [3.503, 30.400, 25.484], [4.481, 28.972, 25.649], [5.827, 30.087, 22.740], [6.997, 29.373, 23.850], [7.096, 31.108, 23.442], [8.990, 30.052, 34.364], [8.467, 29.950, 32.974], [7.882, 28.957, 32.609], [8.882, 31.007, 32.000], [8.280, 29.593, 35.050], [9.201, 31.078, 34.642], [9.911, 29.464, 34.394], [8.391, 30.855, 31.045], [9.968, 31.017, 31.874], [8.601, 32.018, 32.325], [5.815, 32.813, 30.174], [4.828, 33.814, 29.651], [3.726, 33.500, 29.236], [5.309, 35.234, 29.624], [6.686, 32.820, 29.509], [5.459, 31.790, 30.222], [6.204, 33.096, 31.159], [6.237, 35.361, 29.068], [5.451, 35.617, 30.642], [4.535, 35.857, 29.169], [9.452, 29.494, 25.638], [10.455, 30.461, 25.081], [10.218, 31.658, 24.996], [11.800, 29.887, 24.652], [8.455, 29.921, 25.706], [9.776, 29.252, 26.657], [9.368, 28.595, 25.019], [11.964, 28.879, 25.038], [12.600, 30.553, 24.959], [11.812, 29.801, 23.560], [9.595, 25.105, 28.182], [10.564, 24.693, 27.120], [10.607, 23.544, 26.722], [11.498, 25.750, 26.607], [10.044, 25.047, 29.179], [8.748, 24.421, 28.171], [9.255, 26.135, 28.079], [12.310, 25.834, 27.360], [11.064, 26.756, 26.648], [11.955, 25.501, 25.661]]
}

Record 2
{
  "formula": "C37H61BClN4O12S4",
  "method": "ωB97M-V/def2-TZVPD",
  "total_charge": 1,
  "homo_energy_ev": -10.85,
  "e_lumo_ha": -0.127,
  "orbital_gap_ev": 7.39,
  "fmax_ev_per_a": 9.0,
  "elements": ["C", "C", "O", "O", "C", "C", "C", "C", "C", "C", "C", "C", "C", "C", "N", "C", "N", "N", "B", "O", "O", "C", "C", "C", "C", "N", "C", "C", "C", "C", "C", "C", "C", "Cl", "C", "S", "O", "O", "H", "H", "H", "H", "H", "H", "H", "H", "H", "H", "H", "H", "H", "H", "H", "H", "H", "H", "H", "H", "H", "H", "H", "H", "H", "H", "H", "H", "H", "H", "H", "H", "H", "H", "H", "H", "H", "C", "C", "C", "S", "O", "O", "C", "H", "H", "H", "H", "H", "H", "H", "H", "C", "C", "C", "S", "O", "O", "C", "H", "H", "H", "H", "H", "H", "H", "H", "C", "C", "C", "S", "O", "O", "C", "H", "H", "H", "H", "H", "H", "H", "H"],
  "xyz": [[3.924, -5.071, 3.072], [2.862, -6.305, 3.280], [3.016, -7.057, 4.400], [1.783, -6.699, 2.362], [0.762, -5.614, 2.254], [0.483, -5.388, 0.620], [1.491, -4.252, 0.018], [1.230, -2.710, 0.397], [0.013, -1.872, -0.372], [-0.425, -2.834, -1.630], [-1.820, -3.769, -1.662], [-2.232, -4.779, -2.914], [-1.166, -4.834, -4.192], [0.172, -3.866, -3.917], [0.460, -3.017, -2.792], [-1.152, -1.721, 0.822], [-1.552, -3.046, 1.425], [-2.202, -0.672, 0.683], [-3.477, -1.105, -0.085], [-3.587, -1.053, -1.582], [-4.670, -1.715, 0.591], [-2.797, -0.135, 2.012], [-2.394, -0.775, 3.505], [-3.141, -0.047, 4.750], [-4.143, 1.155, 4.343], [-4.578, 1.741, 3.056], [-3.911, 1.101, 1.879], [-1.778, 0.607, -0.031], [-0.658, 0.463, -1.177], [0.720, -0.405, -0.738], [1.350, 0.420, 0.491], [2.899, 0.912, 0.563], [4.056, -0.195, 0.860], [3.405, 2.268, -0.653], [1.514, -0.227, -2.121], [3.083, -1.103, -2.473], [4.405, -0.313, -2.337], [3.034, -1.552, -3.989], [4.192, -4.835, 1.953], [4.940, -5.372, 3.600], [3.445, -4.109, 3.560], [1.150, -4.608, 2.714], [-0.253, -5.897, 2.805], [-0.646, -5.271, 0.356], [0.823, -6.424, 0.129], [1.704, -4.525, -1.098], [2.536, -4.509, 0.553], [1.170, -2.654, 1.576], [2.261, -2.165, 0.134], [-2.590, -3.794, -0.791], [-3.218, -5.417, -2.911], [-1.322, -5.472, -5.162], [0.960, -3.917, -4.818], [-0.475, -1.285, 1.712], [-0.846, -3.340, 2.165], [-2.459, -3.041, 1.924], [-4.538, -1.196, -1.870], [-5.436, -1.112, 0.318], [-1.613, -1.635, 3.633], [-2.936, -0.359, 5.869], [-4.643, 1.691, 5.288], [-4.230, 1.599, 0.841], [-1.397, 1.417, 0.760], [-2.682, 1.157, -0.587], [-1.181, -0.029, -2.131], [-0.325, 1.543, -1.531], [0.761, 1.456, 0.616], [1.238, -0.077, 1.574], [2.905, 1.556, 1.585], [4.150, -1.097, 0.149], [3.835, -0.636, 1.948], [5.104, 0.366, 0.979], [1.662, 0.946, -2.311], [0.756, -0.475, -3.016], [3.295, -2.333, -1.770], [7.499, 5.058, 0.398], [8.118, 5.661, 1.659], [7.205, 5.309, 2.831], [6.392, 3.780, 2.391], [4.975, 4.038, 2.240], [6.901, 2.711, 3.227], [7.115, 3.633, 0.769], [8.195, 5.080, -0.446], [6.606, 5.627, 0.117], [9.112, 5.225, 1.821], [8.246, 6.744, 1.569], [7.772, 5.166, 3.755], [6.435, 6.071, 2.982], [6.396, 3.189, 0.078], [8.000, 2.996, 0.853], [-10.472, -0.880, 0.319], [-10.608, -0.124, 1.640], [-9.203, 0.049, 2.216], [-8.090, 0.070, 0.819], [-7.242, -1.102, 0.888], [-7.553, 1.406, 0.657], [-9.332, -0.204, -0.428], [-11.401, -0.859, -0.258], [-10.221, -1.929, 0.518], [-11.053, 0.861, 1.452], [-11.260, -0.651, 2.343], [-9.108, 0.987, 2.770], [-8.927, -0.792, 2.857], [-8.924, -0.816, -1.234], [-9.640, 0.772, -0.815], [2.383, 5.200, -5.636], [1.595, 6.325, -4.966], [1.197, 5.840, -3.573], [2.444, 4.660, -3.080], [1.827, 3.354, -2.974], [3.244, 5.229, -2.013], [3.382, 4.719, -4.594], [2.884, 5.542, -6.546], [1.703, 4.384, -5.909], [2.231, 7.214, -4.880], [0.715, 6.607, -5.553], [1.170, 6.662, -2.854], [0.232, 5.326, -3.589], [3.795, 3.734, -4.817], [4.190, 5.445, -4.459]]
}